116
Properties=species:S:1:pos:R:3 method="wB97M-V/def2-TZVPD" multiplicity=2 homo_lumo_gap_ev="3.9 / 8.2" e_tot_ev=-110462.797 s2=0.758 homo_energy_ev="-1.7 / -5.9" total_charge=-1
C -0.8836 -4.0520 -1.9889
O 3.2540 -2.9312 -3.2882
O 3.0977 2.7144 -0.9354
C 3.6806 4.7505 -3.9364
H -3.0688 -0.8673 -0.3624
O 4.1278 -0.7742 -4.5289
C -0.8343 5.9759 1.1234
H 2.7698 -2.4994 -1.3378
C -2.6756 -3.7968 -3.6078
H 5.8736 1.3690 5.7640
H 4.9327 -0.8158 -6.4479
O -1.3767 -4.7916 6.0124
H 0.9332 2.9942 -4.8414
C -4.2203 -4.2949 4.8822
H -3.0469 5.9417 0.7336
C -1.0064 -5.3941 -2.0591
C 3.1543 0.2026 2.6367
H -0.3324 -1.3691 6.7805
H -3.9757 -4.6225 5.8926
H 3.1014 6.3025 0.5388
H 1.6677 5.1511 -6.0824
O 1.4977 0.2715 -0.2724
C 4.2984 0.0298 3.3347
H -4.8280 -3.3902 4.9023
O 2.5210 -2.4353 -5.6198
H -4.7625 -5.1067 4.3973
C -0.3396 -1.7191 5.7482
H 5.6957 0.2993 -5.2580
H -2.7941 -0.4723 4.4899
H -8.2481 -2.4538 1.9572
H -2.4956 -7.7838 -3.5902
N -1.8608 4.2028 0.4099
H -3.1107 -3.0606 -4.2674
H -0.2081 -3.7051 -1.2210
H -0.2323 -0.8162 5.1471
O -5.7922 0.5671 2.7781
C 4.6953 0.9140 4.2735
C -2.8294 -5.1972 -3.6892
H -3.4644 2.9125 0.8314
H -0.3753 6.9479 1.2277
C -7.5126 -1.7665 1.5393
C 1.7817 3.3245 -4.2605
O -6.1914 -1.8496 1.9711
C 1.4477 5.2511 1.2138
H 2.3949 2.0930 -0.7317
C 2.1127 6.0395 0.1625
P 3.8947 -2.3826 -4.6988
H 1.4899 1.0955 1.2822
H 2.1355 3.1830 4.1774
H 1.4920 6.9122 -0.0403
C 2.3268 1.3447 2.8898
P -5.1881 -0.5939 2.1029
O -3.9021 -1.1360 2.9130
C 1.3350 -1.6949 -5.3457
H 0.9219 -1.4029 -6.3112
C 2.6759 4.2353 -4.7229
O -1.9425 -7.4063 -2.9023
O -0.4738 -4.0929 3.5850
H 4.9700 -0.8132 3.2671
H -3.4435 -5.6602 -4.4474
H 4.3704 5.3819 -4.4768
O -4.8185 -0.3506 0.5399
H -2.1326 -0.1915 2.9068
C 2.8039 -1.9969 -2.3045
H -0.9655 -1.6018 -1.9489
H 1.5494 5.7722 2.1658
O 5.1483 -3.0885 -5.1428
H -0.4363 -3.5065 1.5648
H -3.7735 -2.2449 0.4643
O 0.1593 -1.3320 -0.2681
H 4.2056 2.6796 5.4196
N 0.1915 5.0380 0.9819
O 1.2457 1.5820 2.0730
H 1.5752 -0.7612 -4.8372
O -1.4965 -1.9064 -2.6884
H 0.5694 -2.2327 5.4352
H 1.2132 2.0790 -2.6040
C 4.7579 -0.0972 -5.6471
H -3.5571 3.7649 -0.7950
H -7.3782 -1.9173 0.4682
O -0.5144 0.4631 -0.8848
C -0.5436 3.8992 0.6002
C -2.9342 3.2650 -0.0533
C -1.7302 -3.2481 -2.7450
C 2.6947 2.3228 3.8398
O -1.4478 -2.3996 5.2498
P -1.5398 -3.9442 4.8519
H -0.8805 -2.2180 2.5760
H 0.4297 -2.1579 -4.9532
C -0.2561 -3.1114 2.5646
H 2.0299 4.3370 1.3307
C -4.0132 -1.3472 -0.1056
H 0.8109 -2.9006 2.4926
O 2.5002 4.6822 -5.9893
H 4.8007 4.3816 -2.0761
N 0.4143 -0.1976 -0.4560
C 1.9611 2.7473 -3.0044
C -2.0354 5.5635 0.7193
H -0.3378 -5.9789 -1.4447
H -0.2172 2.8839 0.7705
H 2.8785 -0.5413 1.9039
H 1.8014 -1.6394 -2.5395
H -3.4967 0.7911 3.4225
H -7.9228 -0.7582 1.4825
H -4.6147 -1.6544 -0.9611
H 2.2524 5.6024 -0.8261
C 3.9040 4.2243 -2.6570
C 3.0129 3.2361 -2.2033
O -3.0431 -4.0593 4.1910
C -1.9805 -5.9957 -2.8783
H -2.4679 2.3530 -0.4259
O 5.8407 0.8008 4.9909
C -3.0670 -0.2096 3.4678
C 3.8929 2.0747 4.5813
H 4.3434 0.8580 -5.9695
H 3.3799 -1.0721 -2.3390

---

124
Properties=species:S:1:pos:R:3 method="wB97M-V/def2-TZVPD" homo_lumo_gap_ev=6.3 e_tot_ev=-100029.443 homo_energy_ev=-4.8 total_charge=-1
C 7.7493 -1.2955 -9.4729
H -5.7251 -1.5849 2.2716
O 8.1841 -0.6282 -8.3642
H -10.4173 -0.8391 -1.2901
O -2.5168 2.0224 3.4618
C 1.0684 -5.4696 -0.2880
H 2.0721 -1.5120 -0.6097
H 12.8228 2.7912 0.1302
C 10.8200 3.8466 -1.4894
H -10.2778 3.2258 2.5130
H -11.6160 1.0185 3.2941
H -8.7157 -4.0517 -0.4718
C 7.4412 1.7939 -1.8311
O 0.0151 -5.8818 -2.2700
H 9.0949 1.2780 4.3530
H -5.0229 -4.1245 0.3426
B -3.0804 0.6391 3.3328
H -9.8061 -2.2148 3.5452
H -3.1400 2.6446 2.9757
Si -10.4918 0.4531 1.0077
C 8.2031 -0.0537 2.0763
H -4.1114 0.5633 0.5440
O 11.7151 3.3345 -2.3839
C -6.8478 -2.7061 0.1173
H -4.9573 -3.0765 3.1304
H 9.4974 1.3060 -2.2958
C 12.7684 3.7467 -0.4020
H 7.8479 -1.5098 4.4219
H -6.5233 -2.8996 -1.0150
O 6.8222 1.5651 -3.0831
C 0.9735 1.8758 -0.1893
C 7.0313 -0.1992 -7.6642
O 8.1601 -0.2007 -2.6753
H 4.6575 0.7057 1.6255
H 7.1945 -0.2448 -6.5839
H 6.8102 0.8352 -7.9476
O 11.4404 4.2314 -0.3359
H 5.9346 -2.0575 -7.5036
H -2.8096 -2.8046 2.1856
C -9.6549 3.3432 1.5280
H -7.3137 3.4600 -2.3600
O 8.0630 -0.0209 0.8651
O 9.4007 0.0801 2.7177
C 9.1159 0.2133 4.0973
O -0.2596 -4.9849 -0.2220
H -8.8602 5.6561 1.8345
H -11.9539 0.2487 -1.1251
O 7.1299 3.6385 2.0760
H -6.6444 -1.5430 0.2876
C -11.9935 0.8229 2.1950
H 1.1228 -6.4251 0.2441
H -9.0463 -2.2072 -0.2495
C 8.6051 0.8568 -1.8472
H 1.3583 2.9983 -0.3201
C 1.3068 -5.6193 -1.7556
H -12.5794 1.7316 1.7369
O 5.8914 2.1512 0.8571
H -3.4851 1.5721 5.9083
H -11.0152 -2.1768 2.1001
C 3.8662 2.7161 1.7442
H -8.7613 1.0625 -1.5815
C -11.2449 -0.4947 -0.5285
H 9.8811 -0.2822 4.7011
H 13.3897 4.5155 -2.3267
C -0.4993 1.5810 0.4326
H -9.0871 -0.0406 3.0686
H 7.1719 0.0245 5.0240
C -8.7316 2.0545 -0.9350
H -11.8700 -1.4493 -0.1924
O -2.0780 -5.2685 -1.5810
O 6.6966 -0.2789 -4.4315
H -12.7263 -0.0973 2.1859
H 1.7623 -4.7638 0.1767
C 1.3206 -0.6230 -0.3345
H 4.1371 1.3848 0.0630
O 8.4704 -1.6545 -10.3887
C -3.5774 -2.2376 1.4686
C -4.2926 0.9628 5.3040
O 7.1832 -0.2279 2.9668
C -0.8800 -5.3697 -1.3755
H 6.7265 1.5595 -1.0354
C -7.9935 4.7049 -0.3163
O 9.6220 3.9478 -1.6949
C -9.8527 -2.0940 2.3584
H -1.1660 2.5267 0.7064
H 1.9900 -6.4418 -1.9844
C -7.9322 3.4330 -1.3535
Al -3.0544 -0.2456 1.4539
H 1.6897 -4.7008 -2.2128
C -8.9986 -3.3478 1.7365
H -8.1928 -0.6203 1.5136
H 7.7492 2.8388 -1.7361
H -7.3990 5.6858 -0.6238
H -0.4202 -2.2700 0.3600
H -3.4377 -2.6191 0.3465
C 4.5905 1.6219 1.0293
H -5.0545 0.4001 6.0295
C -1.1842 0.0856 0.6740
C 13.0068 3.5970 -1.8695
O -3.6034 -0.0864 4.5076
H 3.4107 3.4356 1.0557
H -8.1943 -3.6585 2.5279
C -0.1217 -1.1279 0.2270
C 7.1830 0.3099 -3.4804
C -9.5648 2.0664 0.4893
C -8.8427 4.7082 1.1211
H -9.7593 -4.2655 1.6705
C 5.9767 -1.1542 -8.1212
C -9.2429 -0.6066 2.0291
H -6.3811 -4.4896 1.6147
C -5.0741 -2.5485 2.0673
H 8.8563 0.4882 -0.8488
C -8.4317 -3.1177 0.2155
C 7.7757 -0.4331 4.2355
N 1.8674 0.7440 -0.5660
O 6.4020 -1.5100 -9.4230
H 3.0961 2.3337 2.4196
O 4.8929 3.3656 2.4702
H 13.4623 4.4525 0.0628
H 13.6900 2.7745 -2.0984
C 6.0652 3.0997 1.8234
H -4.8819 1.6406 4.5412
C -5.8365 -3.6181 1.0369
H 4.9843 -0.6960 -8.1490

---

30
Properties=species:S:1:pos:R:3 method="wB97M-V/def2-TZVPD" homo_lumo_gap_ev=9.4 e_tot_ev=-20583.918 homo_energy_ev=-8.6 smiles="C1=CC2=C[C@H]2CC1.C[Si](C)(C)O" de_lowest_kj_mol=356.2
H -3.8088 -1.7099 0.8425
H -0.1712 0.3673 1.0995
C -3.6924 1.4062 0.5803
C 2.6074 -0.0084 -1.2107
H 3.3980 0.2322 -1.9774
H -1.2446 0.7245 -2.3157
C 2.2436 0.0036 1.8496
H -2.9993 0.6355 -2.2917
C 2.2739 -2.2116 0.2167
C -2.7055 -1.4916 0.8512
H 1.9401 -3.1945 0.0376
H -2.3178 -1.5519 1.7634
C -2.0568 0.1788 -1.9949
O -0.8151 0.7011 0.4743
H 1.6375 1.9439 -0.8349
H -4.5484 1.0200 -0.0099
C 2.3535 1.1200 1.1081
C 2.5070 -1.2031 1.0131
H 1.9778 -0.1835 2.8806
Si -2.2908 0.1234 -0.0567
H -2.4063 -2.3951 0.1675
H 1.7048 -0.1483 -1.7237
C 3.1381 -1.1444 -0.2951
C 2.5068 1.2188 -0.3768
H -3.7769 1.4065 1.6435
H -3.5276 2.4273 0.2493
H -1.9883 -0.8200 -2.2718
H 3.4848 1.6353 -0.4651
H 2.3535 2.0974 1.5846
H 4.2229 -1.1792 -0.5377

---

96
Properties=species:S:1:pos:R:3 method="wB97M-V/def2-TZVPD" homo_lumo_gap_ev=5.3 e_tot_ev=-88141.370 homo_energy_ev=-9.5 total_charge=+1
H -0.7514 3.2571 0.5574
H 3.6154 -4.6014 4.5579
C -0.6600 -4.4141 -0.7333
C 0.6638 1.4351 3.1692
H 4.4799 -6.3019 6.4513
H -7.6011 -1.0475 2.1560
F 3.0764 0.0272 0.0182
H 4.9734 4.2644 -0.1073
H 1.6376 1.2713 3.7971
H -3.7457 5.8810 -3.0629
H 4.9363 -8.5112 -0.7733
H 4.1591 -2.9152 4.7036
H 0.7683 6.5764 -5.7539
C 2.2737 -1.5285 2.7110
C 0.1525 -5.1675 -3.0556
C 2.8155 3.3013 -0.4271
H 0.5297 -4.1737 -3.3096
C 4.0081 -9.0173 -1.0503
F 1.7306 -2.5479 0.4698
C -2.7590 5.4532 -1.2130
F 2.9916 -2.8551 2.6972
C -2.8468 6.7846 -0.5163
H 2.9300 -3.5351 5.8284
H -2.4002 0.5766 0.2461
F 0.8490 -0.2036 -0.8038
H 0.1774 2.4824 3.4705
H -1.7246 0.5678 2.0057
H 4.1506 -9.5046 -2.0206
I 1.3876 3.8468 -1.9937
C -1.0369 5.5420 -6.2323
H -2.7282 4.4236 -3.0829
C -6.3237 1.0415 -0.6054
H -1.5606 4.6737 -8.1166
F 1.4176 -1.5728 3.9501
H -1.2291 3.4903 -6.8088
F 3.3017 -0.4814 2.9027
H -1.5658 -4.3963 -0.1181
H 0.9533 -5.7836 -2.6391
H -2.0053 7.4157 -0.8133
H 3.7547 -9.7801 -0.3097
H -8.3098 -0.5618 -0.7804
I 3.8728 2.9399 2.4946
H -3.5695 2.2237 2.4988
H -3.7935 7.2715 -0.7633
H 0.9871 4.8543 -6.1364
C -1.6797 4.4557 -7.0524
H 1.5618 4.0578 1.4029
N -5.3947 1.3289 0.5535
O -1.6947 6.2242 -5.4482
C -5.7051 0.5622 1.8203
H -0.2187 -5.6454 -3.9685
H 2.2202 -7.9183 0.8748
O 5.9859 -3.6107 6.2730
O -2.1023 -5.4568 -2.3252
H -2.7454 3.5161 1.4020
C 4.6570 -5.4239 7.0776
H -0.0621 0.5369 3.4155
H -2.8040 6.6306 0.5673
H 3.4017 -6.6494 0.4112
C -7.4400 -0.0725 -0.1472
H 5.5312 -5.6144 7.7091
O 2.2869 -7.8392 -2.2125
C -0.9719 -5.0496 -2.0618
H -4.8686 3.4022 0.1529
C -7.0279 -0.3288 1.4294
C 4.9202 -4.2217 6.2108
C 3.8294 -3.7960 5.2650
H 3.7944 -5.2357 7.7219
C 2.8902 -8.0146 -1.1551
H -5.0833 0.6443 2.8169
H 1.7147 -6.5495 -0.1405
H 0.6556 6.0378 -7.4442
C -1.9673 1.2789 1.1087
C -0.6784 2.0684 0.4750
H 3.7642 5.2481 -1.2870
C 1.3657 -1.3821 1.3552
H -1.9574 6.0252 -3.1129
H 0.1047 -4.9966 -0.2133
H -2.7495 4.4114 -6.8213
H 3.4702 2.4133 -0.8174
H -0.3191 -3.3867 -0.8839
C 2.5390 -7.2350 0.0837
C 2.1724 3.0957 1.0657
O -2.6567 4.4053 -0.5773
H -0.6883 1.8526 -0.6983
C -2.8010 5.4534 -2.7178
F -0.0979 -1.5799 1.6634
C -3.1434 2.3935 1.4139
P 1.0123 1.5939 1.2589
H -3.7904 2.1595 -0.8117
C 1.6392 -0.0285 0.4723
C 0.4419 5.7615 -6.4086
H -6.2722 1.5354 -1.6667
H 3.4321 5.2972 0.5685
C -4.3198 2.3489 0.2376
C 3.8665 4.5954 -0.2934

---

16
Properties=species:S:1:pos:R:3 method="wB97M-V/def2-TZVPD" homo_lumo_gap_ev=9.3 e_tot_ev=-11244.048 homo_energy_ev=-8.7 de_lowest_kj_mol=538.0
N -1.0570 0.1227 -0.9679
H 1.5187 0.0945 -0.6890
C -0.3225 -0.5452 -0.0800
H -1.5344 -0.3145 1.8838
O 0.0354 2.5305 -0.4292
H -0.6184 -2.0895 1.4026
H -0.4740 1.6649 0.0837
C -0.4177 0.9868 -1.9647
N 0.0043 2.1756 -1.6799
H -2.2010 -1.4102 0.3857
H -0.5776 0.6010 -3.0101
N 0.9862 -0.4528 0.0245
H 2.3918 -1.4294 1.0336
H 1.8497 -0.0172 1.8378
C -1.1949 -1.1361 0.9337
N 1.6114 -0.7811 1.2355

---

59
Properties=species:S:1:pos:R:3 method="wB97M-V/def2-TZVPD" homo_lumo_gap_ev=8.7 e_tot_ev=-49150.348 homo_energy_ev=-8.2 smiles="O=C(COC(=O)CN1C(=O)[C@H]2CC=CC[C@H]2C1=O)Nc1cc(C(F)(F)F)ccc1N1CCOCC1" de_lowest_kj_mol=0.0
H 0.7931 1.9088 0.4773
C 5.6016 1.6703 -1.7573
N 2.6992 -1.6391 -0.8158
H -1.3440 2.9952 0.0522
C 3.1772 1.6698 -1.6257
C -2.4123 -2.6658 0.8374
C -4.2986 -0.7747 -0.4609
H 5.0931 -0.1937 -2.6404
H -4.4951 -1.8077 -0.6962
H -1.7734 -0.3268 2.5315
C 5.4970 0.1782 -1.6929
H 6.5791 2.1181 -1.8289
C -5.2208 0.2064 -0.7981
C 3.2535 0.6091 -0.5084
C 0.9407 -2.8280 0.3190
C -1.1807 -3.5596 1.0391
H -1.6056 3.2552 1.8058
H 0.8033 3.5240 1.2604
N -1.6608 1.2434 1.1352
O 0.9430 -0.2068 -0.6277
O -3.5177 -3.0857 1.0862
O 4.7439 -2.6532 -0.8024
H -1.8346 1.3067 3.2257
H -5.6697 2.3017 -0.7942
O 1.2103 -2.3525 1.3896
H -1.1786 -1.0896 0.3277
H 2.3556 2.3565 -1.4268
H 5.0877 -0.1502 0.3913
H -1.5168 -4.5990 1.0341
H -0.7254 -3.3227 2.0092
F -7.5107 -0.3458 -0.5562
C -2.8492 0.9182 0.4996
H 4.4875 3.4628 -1.7671
N -2.1368 -1.4062 0.4277
C 4.4888 2.3860 -1.7248
H -3.6013 2.9222 0.3482
H 2.5560 -3.6889 -0.8229
C -3.1135 -0.4269 0.1640
C 4.0814 -1.6560 -0.7256
H 0.3897 0.3370 3.6647
F -6.4401 -1.3175 -2.1478
C 1.8845 -2.8259 -0.8768
O 0.6762 1.9739 2.5330
F -6.9561 0.7626 -2.3094
C -4.9551 1.5405 -0.5223
H 6.4662 -0.2925 -1.5381
C -6.5151 -0.1749 -1.4499
C -1.1521 2.5965 1.0487
C 0.3610 2.5262 1.2757
C -1.3720 0.6811 2.4449
H 1.3032 -2.8642 -1.8016
C 4.5405 -0.2247 -0.5520
C -3.7814 1.8853 0.1153
H 3.1475 1.1187 0.4538
C 0.1431 0.6735 2.6569
C 2.1353 -0.3981 -0.6455
H 0.6147 0.0013 1.9271
O -0.2071 -3.4192 0.0107
H 2.9710 1.1664 -2.5762